No. 1
ORCA calculation (wB97M-V/def2-TZVPD) on 2 unconnected molecules or ions with the total composition C12H11Cl2N in a non-equilibrium geometry.

XYZ file:
```
26
Properties=species:S:1:pos:R:3:lowdin_charge:R:1
Cl 3.35 1.49 2.11 0.70
Cl -0.02 0.89 2.34 0.77
N 2.37 -0.70 1.18 -0.20
C 2.47 -0.41 -0.18 -0.13
C -2.27 2.09 -0.76 -0.03
C 1.61 -2.45 0.01 -0.09
C -2.87 0.17 -2.05 -0.09
C -1.99 -0.63 -1.39 -0.07
C -0.74 1.81 1.14 -0.49
C 1.97 -1.41 -0.92 -0.11
C 1.71 -1.94 1.27 -0.12
C -1.29 -0.08 -0.33 -0.04
C -3.08 1.51 -1.70 -0.08
C -1.34 1.29 0.01 -0.30
C 2.61 0.02 2.28 -0.75
H 1.96 -1.18 -1.98 0.11
H -3.46 -0.32 -2.71 0.07
H 2.86 0.46 -0.69 0.11
H 1.88 -2.46 2.20 0.11
H 1.10 -3.41 -0.21 0.11
H -1.90 -1.62 -1.59 0.07
H -2.44 3.04 -0.49 0.07
H -0.70 2.81 1.26 0.03
H -3.61 2.16 -2.42 0.12
H 2.32 -0.46 3.31 0.13
H -0.50 -0.68 0.30 0.10
```

## Properties
gap between HOMO and LUMO (spin up / spin down): 0.2668 / 0.2297 hartree
calculated total energy: -39152.5935 eV
spin multiplicity: 1
ΔE to the lowest compared entry with this formula, charge and spin: 2.705 eV
LUMO energy (spin up / spin down): 0.160 / -0.515 eV

=====

No. 2
ORCA calculation (wB97M-V/def2-TZVPD) on 2 unconnected molecules or ions with the total composition C5H13NO in a non-equilibrium geometry.

XYZ file:
```
20
Properties=species:S:1:pos:R:3:lowdin_charge:R:1
O -2.43 0.78 3.90 -0.17
N -2.03 1.10 0.27 -0.02
C -0.60 1.00 0.33 -0.32
C 0.03 0.05 -0.42 -0.33
C 1.57 0.29 -0.57 -0.31
C 2.59 -0.77 -0.99 -0.20
C -0.48 -1.14 -1.29 -0.26
H 2.52 -1.10 -2.10 0.07
H -2.27 2.08 0.32 0.03
H -0.06 -1.03 -2.35 0.05
H 1.84 0.37 0.54 0.11
H -0.23 -2.18 -0.88 0.04
H 2.36 -1.79 -0.44 0.09
H -2.23 0.67 -0.64 0.03
H 3.56 -0.62 -0.72 0.00
H -2.91 0.05 3.37 0.05
H 0.03 1.90 0.57 0.10
H 1.83 1.06 -1.19 0.05
H -1.52 0.53 3.79 -0.03
H -1.58 -1.27 -1.50 0.02
```

## Properties
gap between HOMO and LUMO (spin up / spin down): 0.1036 / 0.3029 hartree
calculated total energy: -8930.0865 eV
spin multiplicity: 2
total charge: -1
ΔE to the lowest compared entry with this formula, charge and spin: 2.674 eV
LUMO energy (spin up / spin down): 4.009 / 3.905 eV

=====

No. 3
ORCA calculation (wB97M-V/def2-TZVPD) on a molecular structure, C5H10O2 in a non-equilibrium geometry.

XYZ file:
```
17
Properties=species:S:1:pos:R:3:lowdin_charge:R:1
O 1.22 -1.00 0.10 -0.17
O -0.23 0.07 1.49 -0.18
C 1.82 0.52 0.81 0.12
C -1.93 -0.41 -0.18 -0.06
C -1.02 0.57 0.48 -0.38
C -0.72 0.11 -0.93 -0.21
C 0.51 -0.76 -1.14 -0.17
H 2.73 0.35 0.27 0.06
H -1.37 1.60 0.60 0.14
H -0.92 0.79 -1.75 0.13
H 1.94 0.48 1.90 0.10
H 1.23 -0.26 -1.80 0.12
H 0.34 -0.79 0.95 0.06
H -2.92 -0.10 -0.51 0.10
H -1.87 -1.42 0.22 0.12
H 0.25 -1.72 -1.62 0.13
H 1.32 1.46 0.54 0.10
```

## Properties
gap between HOMO and LUMO: 0.3378 hartree
calculated total energy: -9437.6967 eV
spin multiplicity: 1
ΔE to the lowest compared entry with this formula, charge and spin: 5.346 eV
LUMO energy: 0.837 eV

=====

No. 4
ORCA calculation (wB97M-V/def2-TZVPD) on C6H13N in the gas phase in a non-equilibrium geometry.

XYZ file:
```
20
Properties=species:S:1:pos:R:3:lowdin_charge:R:1
N -1.46 -2.00 0.10 -0.15
C -0.52 -2.88 -0.59 -0.11
C 2.21 2.70 0.52 0.00
C 1.09 2.32 -0.07 -0.21
C -0.02 0.04 -0.14 -0.21
C -1.42 -0.59 -0.16 -0.26
C 0.07 1.42 0.54 -0.23
H 2.89 3.38 0.02 0.05
H 0.01 1.26 1.62 0.12
H -1.62 -2.17 1.08 0.09
H 0.39 0.10 -1.17 0.10
H 0.84 2.69 -1.06 0.10
H -1.85 -0.43 -1.15 0.11
H 0.26 -3.22 0.10 0.07
H 2.44 2.28 1.49 0.06
H -0.06 -2.31 -1.37 0.06
H 0.76 -0.62 0.26 0.11
H -0.91 1.89 0.38 0.11
H -1.05 -3.74 -0.98 0.07
H -2.05 -0.14 0.60 0.11
```

## Properties
gap between HOMO and LUMO: 0.3446 hartree
calculated total energy: -7921.4250 eV
spin multiplicity: 1
SMILES string: C=CCCCNC
ΔE to the lowest compared entry with this formula, charge and spin: 1.408 eV
LUMO energy: 1.129 eV

=====

Copy entry 2 word for word.
ORCA calculation (wB97M-V/def2-TZVPD) on 2 unconnected molecules or ions with the total composition C5H13NO in a non-equilibrium geometry.

XYZ file:
```
20
Properties=species:S:1:pos:R:3:lowdin_charge:R:1
O -2.43 0.78 3.90 -0.17
N -2.03 1.10 0.27 -0.02
C -0.60 1.00 0.33 -0.32
C 0.03 0.05 -0.42 -0.33
C 1.57 0.29 -0.57 -0.31
C 2.59 -0.77 -0.99 -0.20
C -0.48 -1.14 -1.29 -0.26
H 2.52 -1.10 -2.10 0.07
H -2.27 2.08 0.32 0.03
H -0.06 -1.03 -2.35 0.05
H 1.84 0.37 0.54 0.11
H -0.23 -2.18 -0.88 0.04
H 2.36 -1.79 -0.44 0.09
H -2.23 0.67 -0.64 0.03
H 3.56 -0.62 -0.72 0.00
H -2.91 0.05 3.37 0.05
H 0.03 1.90 0.57 0.10
H 1.83 1.06 -1.19 0.05
H -1.52 0.53 3.79 -0.03
H -1.58 -1.27 -1.50 0.02
```

## Properties
gap between HOMO and LUMO (spin up / spin down): 0.1036 / 0.3029 hartree
calculated total energy: -8930.0865 eV
spin multiplicity: 2
total charge: -1
ΔE to the lowest compared entry with this formula, charge and spin: 2.674 eV
LUMO energy (spin up / spin down): 4.009 / 3.905 eV

=====

Repeat the second record exactly.
ORCA calculation (wB97M-V/def2-TZVPD) on 2 unconnected molecules or ions with the total composition C5H13NO in a non-equilibrium geometry.

XYZ file:
```
20
Properties=species:S:1:pos:R:3:lowdin_charge:R:1
O -2.43 0.78 3.90 -0.17
N -2.03 1.10 0.27 -0.02
C -0.60 1.00 0.33 -0.32
C 0.03 0.05 -0.42 -0.33
C 1.57 0.29 -0.57 -0.31
C 2.59 -0.77 -0.99 -0.20
C -0.48 -1.14 -1.29 -0.26
H 2.52 -1.10 -2.10 0.07
H -2.27 2.08 0.32 0.03
H -0.06 -1.03 -2.35 0.05
H 1.84 0.37 0.54 0.11
H -0.23 -2.18 -0.88 0.04
H 2.36 -1.79 -0.44 0.09
H -2.23 0.67 -0.64 0.03
H 3.56 -0.62 -0.72 0.00
H -2.91 0.05 3.37 0.05
H 0.03 1.90 0.57 0.10
H 1.83 1.06 -1.19 0.05
H -1.52 0.53 3.79 -0.03
H -1.58 -1.27 -1.50 0.02
```

## Properties
gap between HOMO and LUMO (spin up / spin down): 0.1036 / 0.3029 hartree
calculated total energy: -8930.0865 eV
spin multiplicity: 2
total charge: -1
ΔE to the lowest compared entry with this formula, charge and spin: 2.674 eV
LUMO energy (spin up / spin down): 4.009 / 3.905 eV

=====

- Which value of ΔE to the lowest compared entry with this formula, charge and spin does entry 1 give?
  2.705 eV

=====

- Which value of calculated total energy does entry 1 give?
  -39152.5935 eV